This record from the Open Molecules 2025 dataset describes the molecule C5H11NO2 at a distorted geometry. The level of theory is ωB97M-V/def2-TZVPD.

Last column: Löwdin charge in e.
Element x y z (Å)
C -1.18439 -1.07038 -0.87439  -0.114
C -2.06467 -1.83262 0.12302  -0.222
O -3.13401 -1.10897 0.79874  -0.081
C -0.62598 0.07811 -0.16283  -0.507
N 0.70679 0.16553 -0.16303  0.037
C 1.47406 1.06207 0.67961  -0.247
C 2.70030 1.63048 -0.04271  -0.101
O -1.38129 0.92440 0.39355  0.010
H -1.78407 -0.55504 -1.61517  0.131
H -0.42363 -1.61180 -1.47639  0.129
H -1.48828 -2.39663 0.84847  0.111
H -2.56333 -2.57960 -0.56230  0.126
H -2.75114 -0.22438 0.98804  0.058
H 1.16818 -0.48501 -0.86469  0.172
H 1.58715 0.55042 1.67975  0.135
H 0.85303 1.96741 0.89333  0.124
H 3.55335 0.90521 -0.27912  0.093
H 3.01803 2.43297 0.60348  0.057
H 2.33989 2.14781 -0.96737  0.088

Properties
Gap between HOMO and LUMO in eV: 10.507
Molecular weight in Da: 117.148
Structure (SMILES): CCNC(=O)CCO
LUMO energy in eV: 0.7
E_tot in Ha: -402.334737